<a>
Computed, not measured: a single C5H9N3O molecule, with wB97M-V/def2-TZVPD.

Summary:
- Gap between HOMO and LUMO: 7.94 eV
- E_LUMO: 0.741 eV

XYZ file:
```
18
C5H9N3O | the OMol25 dataset | wB97M-V/def2-TZVPD
O 2.26157 1.56721 1.04618
N -2.03070 1.02598 -0.02949
N 1.09138 -0.50270 -0.61772
N 1.73697 -1.69103 -0.70870
C -0.63790 0.93488 0.01198
C 1.58299 2.11824 0.08113
C -0.08140 -0.41923 -0.10948
C -0.92000 -1.61569 0.27410
C 0.14805 2.04137 0.11754
H -0.34722 -2.27186 0.93281
H 1.72367 1.01838 1.66134
H -0.33474 3.01422 0.11171
H 2.53494 -1.61254 -1.32151
H -1.82305 -1.30817 0.79241
H -2.38256 1.97097 -0.03413
H -2.48802 0.44734 -0.71843
H -1.20608 -2.19866 -0.60679
H 1.17209 -2.51871 -0.88294
```



<b>
Computed, not measured: 2 unconnected molecules or ions with the total composition C5H9N3O, with wB97M-V/def2-TZVPD.

Summary:
- Gap between HOMO and LUMO: 9.06 eV
- Structure (SMILES): C=CN=C(C)C.N#[N+][O-]
- E_LUMO: 0.924 eV

XYZ file:
```
18
C5H9N3O | the OMol25 dataset | wB97M-V/def2-TZVPD
O -4.05405 0.18050 -0.57911
N -2.80062 -1.01434 0.83824
N -3.40914 -0.43608 0.13573
N 0.49863 -0.33119 -0.71108
C 0.16521 -2.53911 -0.23412
C 1.02250 -1.55870 -0.54430
C -0.04989 1.95930 -0.72708
C 0.66369 0.74805 -0.11779
C 1.51092 0.89853 1.08804
H -0.85083 -2.45883 -0.01695
H 1.10439 0.31882 1.89269
H -0.39138 2.66782 0.01818
H 0.54184 2.48277 -1.55954
H 0.71319 -3.35209 0.21925
H 2.09903 -1.62900 -0.63568
H 2.54652 0.65448 0.75481
H -0.85582 1.44859 -1.27949
H 1.54580 1.96048 1.45818
```



<c>
Computed, not measured: a single C5H9N3O molecule, with wB97M-V/def2-TZVPD.

Summary:
- Gap between HOMO and LUMO: 9.33 eV
- Structure (SMILES): C=C1CN=C(NO)[C@@H]1N
- E_LUMO: 0.694 eV

XYZ file:
```
18
C5H9N3O | the OMol25 dataset | wB97M-V/def2-TZVPD
O -2.29888 -1.80978 -0.99715
N -2.20797 -0.44369 -0.97554
N -0.32227 -1.29750 1.13124
N -0.76954 1.38910 -1.01653
C 1.16831 0.49215 0.10201
C 2.23655 0.45918 0.88456
C 0.13749 -0.59763 -0.04006
C 0.56918 1.76495 -0.52121
C -0.97659 0.19926 -0.68502
H 2.79469 1.34373 1.15154
H 0.73595 2.56309 0.14610
H -2.51047 0.02133 -1.84391
H 1.18099 1.90270 -1.40458
H -0.75035 -0.47625 1.77875
H 0.46775 -1.22247 -0.89174
H 2.41701 -0.49067 1.41056
H 0.34415 -1.86386 1.75115
H -2.21601 -1.93363 0.01984
```



Top of the stability list: <c>, leading by 7.4 kcal/mol.